{
  "formula": "C10H17N2",
  "method": "wB97M-V/def2-TZVPD",
  "symbols": ["C", "C", "C", "C", "C", "C", "C", "C", "C", "C", "N", "N", "H", "H", "H", "H", "H", "H", "H", "H", "H", "H", "H", "H", "H", "H", "H", "H", "H"],
  "coordinates": [[-3.0386, 0.2602, -0.4483], [-2.6100, 0.0819, 0.8171], [1.3254, -0.3649, 0.2589], [-1.5523, -1.5238, -0.3936], [-0.7956, 0.7392, -1.1697], [-1.9418, -0.2893, -1.2936], [-1.2897, -0.5932, 0.8442], [-0.2029, 0.4576, 0.3068], [-0.0423, 1.7647, 1.0806], [3.6721, -0.0615, -0.5398], [2.2278, 0.2079, -0.4991], [1.5610, -1.3407, 1.0681], [-4.0143, 0.5664, -0.7461], [-3.0596, 0.2349, 1.7632], [-2.3427, -2.1417, -0.2360], [-0.6026, -1.9018, -0.7758], [-0.0744, 0.6579, -1.9777], [-1.1769, 1.6915, -1.3095], [-2.0541, -0.3985, -2.3276], [-1.1715, -0.9796, 1.8292], [-0.6771, 1.8354, 1.9092], [-0.3338, 2.5847, 0.4913], [1.0505, 1.8353, 1.4324], [3.9797, -0.0885, -1.6292], [4.1540, 0.6782, 0.0606], [3.7591, -1.0969, -0.1586], [1.8314, 0.6831, -1.3498], [0.8723, -1.8813, 1.6948], [2.5466, -1.6170, 1.2980]],
  "forces_ev_per_a": [[0.0299, -0.5909, 1.7959], [-0.8518, 0.7051, -0.6978], [-3.4010, 2.8250, -0.6204], [3.8426, 3.8029, -0.8410], [1.6188, -2.6324, 1.4564], [0.5964, -0.0009, 0.9082], [0.2375, 0.6604, -1.7941], [0.2491, -2.0412, -1.3326], [2.9705, -1.3321, 0.3370], [-1.1492, -1.6775, -1.3380], [-0.4984, 0.6618, -1.9161], [1.0490, -2.6871, 3.0622], [-0.3428, 0.5173, -0.2802], [-0.9170, 0.6406, 0.4304], [-1.8916, -2.1591, 0.2310], [-0.2196, -0.9622, 0.0093], [0.3996, -0.4818, -0.0946], [-0.7097, 2.0020, 0.3349], [-0.9857, -0.8327, -1.4252], [0.7824, -0.6422, 0.6607], [-0.8334, -0.3420, 1.5318], [0.1989, 1.1020, -0.9530], [-1.7002, 0.4333, -0.3983], [-0.0752, 0.2753, 1.4702], [0.7273, 0.2472, 0.1990], [0.7312, 0.6235, -0.1298], [0.4890, -0.2464, 1.6747], [1.0206, 1.8393, -1.6797], [-1.3674, 0.2927, -0.6009]],
  "charge": 1,
  "multiplicity": 1,
  "de_lowest_kj_mol": 72.82,
  "lumo_ev": -2.80,
  "smiles": "CNC(=[NH2+])[C@@]1(C)C[C@@H]2C=C[C@H]1C2",
  "homo_energy_ev": -12.27,
  "homo_lumo_gap_ev": 9.47
}

***

{
  "formula": "C17H29ClIrN5O9P2SbSe4",
  "method": "wB97M-V/def2-TZVPD",
  "symbols": ["Ir", "O", "C", "O", "C", "C", "C", "N", "C", "C", "C", "O", "O", "H", "H", "H", "C", "N", "C", "P", "O", "O", "P", "O", "N", "C", "C", "N", "C", "C", "N", "C", "C", "H", "H", "H", "H", "H", "H", "H", "H", "H", "H", "H", "H", "H", "H", "H", "H", "H", "H", "H", "H", "H", "H", "H", "H", "Cl", "C", "C", "O", "O", "H", "H", "Se", "Sb", "Se", "Se", "Se"],
  "coordinates": [[0.2939, 0.1349, 1.4674], [-3.9856, -3.3237, 5.9468], [-4.2906, -2.3505, 5.2715], [-5.3946, -1.7932, 5.1837], [-3.1381, -1.7713, 4.3552], [-1.8613, -2.2889, 4.4260], [-0.8486, -1.7587, 3.6419], [-1.1073, -0.8400, 2.7831], [-2.3451, -0.3474, 2.6162], [-3.4268, -0.7932, 3.3690], [-2.5156, 0.7093, 1.5440], [-3.6177, 1.0316, 1.1013], [-1.4177, 1.1380, 0.9564], [-1.6733, -3.1048, 5.1023], [0.1741, -2.0962, 3.8622], [-4.3438, -0.2237, 3.2830], [0.0610, 3.5789, -0.9856], [1.2711, 2.7697, -1.1595], [2.4574, 3.1143, -0.2680], [1.3617, 1.4352, -2.1112], [2.4688, 0.6134, -1.5937], [-0.1255, 0.7712, -1.9219], [-0.5818, -0.6781, -1.4270], [-0.0080, -1.1045, -0.1080], [-2.2072, -0.5613, -1.5468], [-3.0457, 0.6028, -1.9203], [-2.9321, -1.6539, -0.9667], [-0.0553, -1.8227, -2.5029], [-0.5670, -2.0648, -3.8278], [1.1989, -2.5646, -2.2068], [1.3296, 1.5990, -3.7613], [2.5534, 2.0128, -4.3997], [0.1854, 2.2311, -4.5024], [0.2012, 4.6137, -1.4265], [-0.0432, 3.6434, 0.0871], [-0.8032, 3.0986, -1.4087], [2.9628, 4.0374, -0.3958], [3.1114, 2.2658, -0.3932], [2.0831, 2.9483, 0.7266], [-2.4151, 1.4558, -2.0926], [-3.7400, 0.8369, -1.1020], [-3.5612, 0.3024, -2.8246], [-2.3262, -2.2348, -0.2370], [-3.1996, -2.3575, -1.7320], [-3.7657, -1.2500, -0.3990], [-1.6533, -1.9819, -3.8618], [-0.2586, -3.0758, -4.0673], [-0.1908, -1.5501, -4.6730], [1.5937, -2.2363, -1.2416], [1.8533, -2.4994, -3.0291], [0.9243, -3.6230, -2.0185], [3.3907, 1.7889, -3.7171], [2.4758, 3.0907, -4.6139], [2.7356, 1.4296, -5.3290], [-0.7824, 1.8226, -4.1081], [0.2459, 1.9291, -5.5792], [0.1174, 3.2928, -4.3834], [3.4198, -3.7146, 1.1479], [3.7069, -2.4086, 2.2129], [2.8824, -1.1796, 2.1703], [3.4995, -0.1691, 2.5340], [1.6576, -1.3151, 1.8396], [4.7597, -2.1263, 2.1266], [3.7152, -2.6860, 3.2622], [2.6186, -0.9009, 5.4776], [2.7480, 1.1628, 4.1808], [4.6561, 2.5503, 3.7754], [2.8155, 2.4716, 6.4798], [0.6981, 1.9674, 2.9126]],
  "forces_ev_per_a": [[-0.6606, 0.7348, 0.8525], [1.0037, -1.0630, 0.6115], [-0.4953, 0.5265, -0.4813], [0.0246, 0.7091, -0.4857], [-1.3993, 0.0310, -0.4500], [-0.2803, 0.0413, 0.0067], [0.4973, -1.9733, 2.2194], [-0.1537, 1.6749, -1.7003], [-1.0783, 0.0254, 0.1980], [1.5845, 0.4935, 0.5281], [-0.3939, -0.1981, -1.4844], [0.6813, -0.2142, 1.0483], [0.2447, 0.1534, 0.3791], [0.0215, -0.0181, 0.2854], [-0.2793, 0.3727, -0.7230], [-0.2595, -0.6139, 0.0696], [1.3915, 0.9631, -0.2669], [0.6353, 0.9672, -0.4980], [-1.7664, -2.5389, -0.4549], [-0.0744, -0.4713, 1.4476], [-0.0259, -0.4143, -0.9391], [0.0516, 0.1364, 0.1242], [-0.5561, -0.0038, -1.9201], [-0.0111, -0.1832, -0.3459], [0.9768, 0.9200, 0.2004], [0.4675, -0.8560, 0.3447], [0.3560, -0.8803, 1.1054], [0.7374, 0.5647, 0.8005], [-0.8768, -1.1196, 0.5243], [-1.8444, -0.6393, 1.6926], [-1.3848, 0.7401, -0.8653], [1.0233, -0.2330, 0.1209], [-0.8655, -2.3712, 0.6051], [-0.2835, -1.0314, 0.4745], [-0.5728, 0.3294, 0.3350], [-0.3164, -0.1637, -0.1304], [0.0069, 1.0197, -0.5026], [0.6294, 0.1170, -0.1598], [-0.0426, 0.6376, 0.6552], [0.1572, 0.3333, -0.1599], [0.2593, -0.1000, -0.2603], [-0.3658, 0.3121, -0.2699], [-0.1601, 0.4739, -0.3670], [-0.7337, -0.4287, -0.3677], [-0.3021, -0.2038, -0.1266], [-0.0398, -0.1037, 0.0938], [-0.4649, -0.5677, 0.0412], [0.8341, 1.5249, -0.4792], [0.3551, 0.2171, -0.5686], [1.0677, 0.2658, -0.7514], [0.1569, 0.3102, -0.3922], [-0.1537, 0.3060, -0.3798], [0.5149, -0.2526, -0.1073], [-0.2444, 0.4703, 0.4165], [0.8458, 0.2214, -0.3527], [0.1013, 0.4100, 0.9081], [0.3774, 0.8191, -0.0732], [-0.6672, -0.9922, -0.7563], [1.9716, 0.5545, 1.1038], [-1.1184, -0.9578, -0.9054], [-0.2688, 1.0742, -0.2438], [1.7264, 0.5130, 0.4296], [-0.2113, 0.2506, -0.4534], [-0.5925, -0.5171, 0.3048], [-0.0469, 0.6111, 0.1104], [-0.5425, -0.4940, 0.5875], [0.4489, 0.3806, 0.1531], [-0.0306, -0.2181, -0.5014], [0.4142, -0.3838, 0.1460]],
  "charge": -1,
  "multiplicity": 5,
  "lumo_ev": [1.23, -0.17],
  "homo_energy_ev": [-5.34, -5.34],
  "homo_lumo_gap_ev": [6.57, 5.17]
}

***

{
  "formula": "C2H39O18V",
  "method": "wB97M-V/def2-TZVPD",
  "symbols": ["V", "C", "C", "O", "H", "H", "H", "H", "H", "O", "H", "H", "O", "H", "H", "O", "H", "H", "O", "H", "H", "O", "H", "H", "O", "H", "H", "O", "H", "H", "O", "H", "H", "O", "H", "H", "O", "H", "H", "O", "H", "H", "O", "H", "H", "O", "H", "H", "O", "H", "H", "O", "H", "H", "O", "H", "H", "O", "H", "H"],
  "coordinates": [[1.2253, -1.4209, 6.0366], [3.5041, -2.4845, 8.5915], [4.1651, -2.3590, 7.2572], [3.4730, -1.6011, 6.3201], [4.1477, -2.9289, 9.3508], [2.5180, -2.9464, 8.6392], [3.2584, -1.5155, 9.0260], [4.2937, -3.4098, 6.9976], [5.1528, -1.9922, 7.5365], [5.0201, -6.0048, 7.6745], [5.6831, -5.3159, 7.6291], [4.8196, -6.2056, 6.7603], [1.8588, 0.6216, 5.2907], [2.6792, 0.9607, 5.6487], [1.4751, 1.3644, 4.8246], [5.8488, -5.3536, 10.6107], [6.0534, -4.9874, 9.7503], [6.6919, -5.6533, 10.9506], [5.6885, -1.0286, 10.5600], [5.2351, -1.7735, 10.9547], [5.0022, -0.3760, 10.4213], [4.8382, -3.4379, 12.2650], [3.8884, -3.5413, 12.2074], [5.1898, -4.1446, 11.7235], [7.0368, -4.4294, 8.3378], [7.6602, -4.9906, 7.8767], [7.2555, -3.5424, 8.0520], [0.4864, -4.8017, 10.0750], [1.1252, -5.3918, 9.6750], [-0.3609, -5.1158, 9.7595], [-0.6302, -2.6103, 9.0818], [-1.2302, -2.1954, 9.7017], [-0.0436, -3.1328, 9.6287], [4.6461, -0.3807, 3.7834], [4.0389, -0.9144, 4.2960], [4.9170, 0.3159, 4.3813], [3.8292, -3.9790, 4.3994], [4.0341, -3.4482, 5.1691], [3.6894, -4.8603, 4.7459], [7.8738, -1.3910, 6.9772], [8.2539, -0.8293, 6.3018], [7.0638, -0.9480, 7.2301], [0.6357, -3.5333, 6.4433], [0.0753, -3.8507, 7.1515], [0.7073, -4.2754, 5.8430], [4.5024, 1.0911, 6.2785], [5.3453, 1.0196, 6.7264], [4.0446, 0.2795, 6.4973], [3.3096, 0.8212, 10.7550], [3.4978, 0.5334, 11.6483], [3.5054, 1.7582, 10.7584], [1.6198, -2.0120, 3.9004], [1.1512, -1.9828, 3.0662], [2.3766, -2.5730, 3.7310], [1.0753, -0.3525, 7.9614], [0.2395, -0.3213, 8.4270], [1.4804, 0.4965, 8.1385], [1.0612, -0.8459, 11.3022], [0.3107, -0.2708, 11.4514], [1.6468, -0.3360, 10.7424]],
  "forces_ev_per_a": [[2.7873, -0.0252, -0.1669], [-1.0604, 0.8728, 1.6455], [-0.5692, -0.5903, 0.9664], [-1.6698, 0.5436, -0.5506], [0.0504, -0.3982, -0.2363], [0.0243, -0.6397, -0.4906], [0.3034, 0.4928, -0.1385], [0.3128, -0.3019, -0.7622], [0.4000, 0.4358, -0.6734], [-0.7419, -0.4462, -0.1991], [0.3255, 0.4544, 0.1457], [-0.0368, -0.2507, -0.1793], [-0.7083, -0.5020, 0.2872], [0.6721, 0.2065, 0.0287], [-0.2899, 0.0645, -0.2815], [-0.4224, -0.2281, 0.5766], [0.1986, 0.1255, -0.3474], [0.2152, -0.1125, 0.1300], [0.4164, 0.3063, -0.3856], [-0.0450, -0.6188, 0.5569], [-0.1962, 0.2282, -0.1272], [-0.3220, 1.0677, 0.3083], [-0.2826, -0.0673, 0.1411], [0.4231, -0.7604, -0.5353], [0.0762, 0.1061, -0.2100], [0.3777, -0.2659, -0.0312], [0.1628, 0.6449, -0.0760], [0.0525, 0.1177, -0.0076], [0.4373, -0.1926, 0.0388], [-0.3714, -0.2734, 0.0845], [-0.5002, 0.6062, -0.8873], [-0.2364, 0.0730, 0.1306], [0.7117, -0.3456, 0.4266], [0.0984, -0.0500, -0.7967], [-0.0321, -0.1869, 0.4994], [0.0044, 0.1642, 0.2429], [-0.4246, 0.0126, -0.5047], [0.1686, 0.5684, 0.3930], [-0.0033, -0.2805, -0.0552], [-0.0575, -0.3096, 0.1698], [0.2214, 0.0390, -0.2492], [-0.1932, 0.0800, 0.1819], [0.0330, 0.5196, -0.1190], [-0.3150, 0.2943, 0.6962], [0.2667, -0.0501, -0.4848], [-0.0837, 0.9020, -0.1209], [0.1890, 0.2001, 0.1616], [0.0149, -1.5662, 0.2443], [-0.1064, -0.0598, -0.4540], [0.0275, -0.1846, 0.4868], [0.0922, 0.3387, -0.0351], [-0.6403, 0.1971, 0.5828], [-0.3227, 0.2249, -0.1697], [0.8942, -0.6571, 0.2490], [-0.3300, -0.3117, -0.4234], [-0.3843, -0.4727, 0.4113], [0.4755, 0.2820, -0.1826], [-0.3383, -0.4311, -0.0417], [-0.1755, 0.1609, 0.2622], [0.4263, 0.2492, -0.1252]],
  "charge": 1,
  "multiplicity": 4,
  "lumo_ev": [-3.53, -3.57],
  "homo_energy_ev": [-11.76, -12.01],
  "homo_lumo_gap_ev": [8.24, 8.44]
}

***

Calculated total energy in hartree, matching the order above: -500.44078, -12709.59133, -2397.73348